Record 1
# C22H36F5N7O29

12 unconnected molecules or ions with the total composition C22H36F5N7O29 at a distorted geometry (ωB97M-V/def2-TZVPD, OMol25).

SMILES string: O=C1OC[C@@H](F)O1.O=C1OC[C@@H](F)O1.O=C1OC[C@@H](F)O1.O=C1OC[C@@H](F)O1.O=C1OC[C@@H](F)O1.C[N+](=O)[O-].C[N+](=O)[O-].C[N+](=O)[O-].C[N+](=O)[O-].C[N+](=O)[O-].C[N+](=O)[O-].C[N+](=O)[O-]
Frontier orbital gap: 8.940 eV
Spin multiplicity: 1
Lowest unoccupied orbital energy: -0.933 eV
Total charge: 0
E: -106775.182 eV

CARTESIAN COORDINATES (ANGSTROEM)
O 2.26019 -0.78698 -21.83616
C 1.75213 0.20411 -21.46092
O 1.16926 0.33710 -20.22865
C 0.25453 1.42722 -20.32050
C 0.95679 2.30067 -21.35925
F 1.95669 3.05854 -20.79694
O 1.55277 1.33635 -22.17904
H -0.68693 1.06515 -20.73671
H 0.12358 1.90320 -19.35311
H 0.27515 2.95183 -21.89899
O 4.40769 0.03407 -8.45097
C 4.77755 0.57496 -9.43645
O 5.04526 -0.03203 -10.62198
C 5.60666 0.93588 -11.49462
C 5.07065 2.23949 -10.93307
F 3.80678 2.48325 -11.39197
O 4.96840 1.91583 -9.55984
H 6.69606 0.88498 -11.41479
H 5.38123 0.81726 -12.54718
H 5.67786 3.13300 -11.02722
O -1.13588 -0.56423 -13.60116
C -1.71432 -0.01080 -14.46603
O -2.20250 1.25342 -14.35434
C -2.68246 1.67235 -15.61804
C -2.94564 0.33708 -16.32519
F -2.62544 0.39459 -17.64162
O -2.06466 -0.54162 -15.66169
H -3.60032 2.24829 -15.52903
H -1.93317 2.22635 -16.18549
H -3.97512 -0.01306 -16.24907
O 1.90169 -3.50672 -14.80772
C 3.01442 -3.10917 -14.77083
O 3.69427 -2.61841 -15.82159
C 5.03179 -2.28549 -15.42005
C 5.04847 -2.53387 -13.91052
F 5.03256 -1.25411 -13.38147
O 3.79513 -3.10692 -13.65859
H 5.66539 -2.95473 -16.00802
H 5.27896 -1.27697 -15.72925
H 5.87498 -3.13205 -13.54713
O 3.44017 0.93113 -14.12302
C 3.06119 1.06926 -15.23545
O 3.64084 0.51568 -16.31605
C 2.92566 0.89067 -17.48165
C 1.67588 1.56451 -16.93791
F 0.58971 0.72035 -17.12810
O 1.89772 1.68901 -15.57209
H 3.51338 1.57454 -18.09556
H 2.63722 0.06581 -18.12773
H 1.42091 2.48432 -17.45783
C -1.55052 5.90633 -16.97779
N -0.59051 4.76550 -16.99333
O -0.21539 4.33691 -18.07390
O -0.16373 4.38797 -15.92340
H -2.30705 5.71867 -16.22784
H -1.94014 6.01228 -17.98405
H -0.94117 6.77620 -16.74457
C 0.72482 -2.44440 -18.11996
N 0.26142 -2.77003 -19.51317
O 1.03354 -3.40143 -20.20487
O -0.78974 -2.30819 -19.88639
H 1.41022 -3.22142 -17.80445
H -0.13696 -2.37393 -17.47235
H 1.25320 -1.51025 -18.28631
C 4.18596 -2.24252 -19.80558
N 5.56807 -2.36707 -19.28161
O 5.71179 -1.92950 -18.15296
O 6.38833 -2.97487 -19.92836
H 4.22692 -1.75432 -20.77785
H 3.56446 -1.68906 -19.12256
H 3.86785 -3.26061 -20.02021
C 6.59582 2.69996 -15.52405
N 7.74662 2.83982 -14.60742
O 7.58998 2.42630 -13.47488
O 8.73363 3.38885 -15.02673
H 5.71215 2.24171 -15.10153
H 6.91693 2.15620 -16.41410
H 6.37609 3.69660 -15.90967
C 1.64625 -0.67539 -11.83134
N 0.96827 0.02492 -10.72303
O 0.94046 -0.54998 -9.65542
O 0.56393 1.15544 -10.90121
H 0.92809 -1.39671 -12.22994
H 2.55854 -1.14720 -11.49726
H 1.74217 -0.00050 -12.67482
C 2.57154 5.78971 -19.43354
N 3.37562 4.81881 -18.65695
O 2.93165 4.46165 -17.58196
O 4.45432 4.48664 -19.09900
H 3.12558 6.14198 -20.29053
H 2.32284 6.57446 -18.72117
H 1.61686 5.33508 -19.68376
C 6.98286 2.31054 -21.10395
N 5.99110 1.25982 -20.76102
O 5.68234 1.12815 -19.59326
O 5.53049 0.58258 -21.65185
H 7.76736 2.24575 -20.35661
H 6.45937 3.25787 -21.01608
H 7.36126 2.09616 -22.09432

Here are the Löwdin charges for atoms 1 to 2, given in e:
1. O 0.200
2. C -0.525

Record 2
# CH2N4OS

A single CH2N4OS molecule at a distorted geometry (ωB97M-V/def2-TZVPD, OMol25).

SMILES string: [H]/N=c1\onnn1S
Frontier orbital gap: 9.470 eV
Spin multiplicity: 1
Lowest unoccupied orbital energy: 0.219 eV
Total charge: 0
E: -19908.792 eV

CARTESIAN COORDINATES (ANGSTROEM)
H 1.13947 -1.14499 1.77751
N 1.17968 -0.51692 0.92157
C -0.04586 -0.28645 0.43015
O -1.27554 -0.65010 0.79673
N -2.16600 -0.35611 -0.25164
N -1.51050 0.35189 -1.10647
N -0.22217 0.30140 -0.72342
S 1.01536 1.23299 -1.49275
H 1.88556 1.06828 -0.35167

Here are the Löwdin charges for atoms 1 to 2, given in e:
1. H 0.072
2. N 0.070

Record 3
# C5H8O3

A single C5H8O3 molecule at a distorted geometry (ωB97M-V/def2-TZVPD, OMol25).

SMILES string: C=C(O)C(=O)OCC
Frontier orbital gap: 9.933 eV
Spin multiplicity: 1
Lowest unoccupied orbital energy: 0.391 eV
Total charge: 0
E: -11453.450 eV

CARTESIAN COORDINATES (ANGSTROEM)
C -1.03980 -1.59794 -0.56874
C -1.37719 -0.43325 -0.04173
O -2.43919 -0.13079 0.65587
C -0.43584 0.73565 -0.13314
O -0.95326 1.82493 -0.27144
O 0.92025 0.60200 -0.32331
C 1.67122 -0.36232 0.43173
C 3.05044 -0.20476 0.04430
H 0.00658 -1.74205 -1.36902
H -1.74670 -2.43528 -0.43469
H -3.16444 -0.97824 0.57029
H 1.57112 -1.38942 0.50385
H 1.63780 -0.03483 1.58846
H 3.16537 -0.54791 -0.93755
H 3.28720 0.81702 0.37451
H 3.80777 -0.88264 0.82077

Here are the Löwdin charges for atoms 1 to 2, given in e:
1. C 0.049
2. C -0.445

Record 4
# C33H30N3O6

2 unconnected molecules or ions with the total composition C33H30N3O6 at a distorted geometry (ωB97M-V/def2-TZVPD, OMol25).

Frontier orbital gap: 3.871 eV
Spin multiplicity: 1
Lowest unoccupied orbital energy: 1.701 eV
Total charge: -1
E: -51461.325 eV

CARTESIAN COORDINATES (ANGSTROEM)
C 3.57464 0.23142 -2.32767
C 2.45018 1.13923 -1.90798
O 1.25878 0.59898 -2.51593
C 0.13418 1.33252 -2.34825
C -0.95904 0.52459 -2.92585
N -2.18842 0.65949 -2.57827
C -3.17374 -0.22011 -2.70987
C -4.52803 0.30147 -2.72089
C -5.64913 -0.50899 -2.43320
C -6.92845 0.03816 -2.46232
C -7.10406 1.39286 -2.76938
C -5.99174 2.20043 -3.05149
C -4.70622 1.66812 -2.99388
C -2.87888 -1.65650 -2.79880
C -3.66929 -2.54321 -3.56487
C -3.31633 -3.88866 -3.67024
C -2.17534 -4.37407 -3.01942
C -1.37383 -3.49928 -2.27171
C -1.73011 -2.15759 -2.15922
O 0.05984 2.41551 -1.79743
H 4.42685 0.45348 -1.68673
H 3.29192 -0.82277 -2.22848
H 3.86447 0.43951 -3.36398
H 2.30423 1.13012 -0.81466
H 2.57771 2.17310 -2.26412
H -0.61425 -0.25247 -3.63429
H -5.49901 -1.55813 -2.16985
H -7.78110 -0.60405 -2.23913
H -8.11135 1.80693 -2.79447
H -6.12334 3.25071 -3.29987
H -3.82450 2.29099 -3.15126
H -4.56117 -2.17154 -4.07491
H -3.95288 -4.56128 -4.24683
H -1.90468 -5.42679 -3.08936
H -0.46524 -3.83453 -1.76971
H -1.12265 -1.47502 -1.55620
C 4.91931 5.46935 3.12564
C 4.47240 6.07897 1.94740
C 3.23934 5.72033 1.39260
C 2.44270 4.74821 2.02088
C 1.13851 4.29165 1.43705
O 1.32930 2.87513 1.10922
C 0.18899 2.17819 0.93565
N 0.52118 0.91101 0.30491
N -0.12517 -0.08970 0.70105
C 0.64808 -1.35061 0.67205
O 1.04359 -1.85044 -0.37545
O 0.75301 -1.91878 1.88872
C 1.19118 -3.31933 1.85213
C 1.70467 -3.74506 3.20227
C 2.90268 -4.47434 3.30635
C 3.36403 -4.92593 4.54611
C 2.61512 -4.67268 5.70343
C 1.40030 -3.97861 5.60216
C 0.94498 -3.52063 4.35825
O -0.92209 2.53590 1.24134
C 2.90341 4.11978 3.18078
C 4.13272 4.48224 3.73373
H 5.87436 5.76029 3.56755
H 5.09058 6.82971 1.45006
H 2.88069 6.17564 0.46517
H 0.30550 4.39578 2.14860
H 0.89483 4.82258 0.50903
H 0.30829 -3.92171 1.58008
H 1.94616 -3.43465 1.06636
H 3.45253 -4.70959 2.39420
H 4.30580 -5.47683 4.61713
H 2.97506 -5.00835 6.67971
H 0.79609 -3.79379 6.49439
H -0.02031 -3.01654 4.27120
H 2.29451 3.33706 3.64149
H 4.47763 3.98311 4.63927

Here are the Löwdin charges for atoms 1 to 2, given in e:
1. C -0.080
2. C -0.248

Record 5
# C25H22BrCeN7O4

A molecular structure, C25H22BrCeN7O4 (ωB97M-V/def2-TZVPD, OMol25).

Frontier orbital gap: 6.081 eV
Spin multiplicity: 1
Lowest unoccupied orbital energy: -7.453 eV
Total charge: +2
E: -127862.910 eV

CARTESIAN COORDINATES (ANGSTROEM)
Ce -0.06732 0.30995 0.31106
O -2.21549 0.35859 -3.15936
C -1.56469 -0.17321 -2.28870
N -1.88493 -0.25367 -0.93573
C -3.21464 0.06257 -0.51944
C -4.36457 -0.02451 -1.29786
C -5.59784 0.23286 -0.71292
C -5.70658 0.58370 0.62446
C -4.56486 0.71048 1.40397
C -3.33856 0.47229 0.81221
N -2.10216 0.65685 1.51443
C -1.59077 1.85816 1.54581
O -0.32144 1.89212 1.85427
C -2.07421 2.91479 0.60031
C -3.08651 3.83705 0.69694
C -3.41076 4.53833 -0.46099
C -2.74147 4.25624 -1.63950
C -1.73900 3.29770 -1.63604
N -1.38330 2.65113 -0.52355
C -0.23918 -0.82651 -2.65993
C -0.03935 -1.35740 -3.92151
C 1.16860 -1.99209 -4.17569
C 2.14171 -2.04678 -3.18544
C 1.88552 -1.45098 -1.96361
N 0.70928 -0.86404 -1.71740
H -4.31089 -0.30560 -2.33725
H -6.49094 0.14709 -1.31668
H -6.68039 0.76171 1.05932
H -4.61850 0.99155 2.44735
H -3.61566 3.99214 1.62578
H -4.19657 5.28118 -0.44706
H -2.99070 4.76080 -2.56181
H -1.22045 3.03552 -2.55137
H -0.81951 -1.28305 -4.66542
H 1.35168 -2.44559 -5.14054
H 3.08935 -2.53724 -3.35691
H 2.61811 -1.44563 -1.16506
C 3.17181 1.58210 3.40326
O 2.96735 2.38336 2.19996
C 2.44587 1.80868 1.16964
O 2.10914 0.60075 1.10127
N 2.26408 2.61699 0.11060
N 1.57501 2.09232 -0.99612
H 3.60835 2.27386 4.11290
H 3.85464 0.76875 3.17573
H 2.20646 1.22259 3.74898
H 2.47617 3.60086 0.20286
H 2.22691 1.92709 -1.75775
H 0.86959 2.76579 -1.28036
Br -1.24106 -5.45764 -0.47377
C -0.18863 -4.25863 0.50031
C 0.96769 -4.66628 1.15316
C 1.70359 -3.72683 1.85964
C 1.27302 -2.41342 1.87786
N 0.16606 -2.01327 1.23463
C -0.56256 -2.92741 0.57849
H 1.28226 -5.70066 1.11196
H 2.59895 -4.00994 2.39417
H 1.82398 -1.64903 2.41065
H -1.46283 -2.57712 0.08887

Here are the Löwdin charges for atoms 1 to 2, given in e:
1. Ce 1.443
2. O 0.115

Record 6
# C3H10N2O

A single C3H10N2O molecule at a distorted geometry (ωB97M-V/def2-TZVPD, OMol25).

SMILES string: NCNCCO
Frontier orbital gap: 9.553 eV
Spin multiplicity: 1
Lowest unoccupied orbital energy: 1.032 eV
Total charge: 0
E: -8299.561 eV

CARTESIAN COORDINATES (ANGSTROEM)
N -0.57487 2.29059 1.56553
C -0.96762 1.00913 0.99541
N 0.14593 0.30318 0.40944
C -0.05802 -0.60224 -0.70106
C 1.14736 -1.34828 -1.21516
O 0.99538 -2.72318 -1.47617
H -1.03736 2.44220 2.44135
H 0.37216 2.55012 1.34809
H -1.43399 0.41267 1.79161
H -1.74492 1.15473 0.23117
H 0.94354 0.91540 0.25964
H -0.85733 -1.27559 -0.34912
H -0.57484 -0.10069 -1.54081
H 1.47660 -0.86194 -2.14091
H 1.98794 -1.15342 -0.53303
H 0.18006 -3.01266 -1.08597

Here are the Löwdin charges for atoms 1 to 2, given in e:
1. N 0.008
2. C -0.336

Record 7
# C42H88O28S7

15 unconnected molecules or ions with the total composition C42H88O28S7 at a distorted geometry (ωB97M-V/def2-TZVPD, OMol25).

Frontier orbital gap: 10.409 eV
Spin multiplicity: 1
Lowest unoccupied orbital energy: 0.343 eV
Total charge: 0
E: -178153.510 eV

CARTESIAN COORDINATES (ANGSTROEM)
C -6.27870 1.28399 -1.43539
O -5.54538 0.34000 -2.16676
H -6.94107 0.78758 -0.71309
H -5.63286 1.92274 -0.83234
H -6.88163 2.00731 -1.99307
H -4.81645 0.77195 -2.57528
C 4.82601 2.49969 5.75994
O 4.35730 1.54985 4.77104
H 4.19627 2.39879 6.63791
H 5.87476 2.29362 6.00753
H 4.73106 3.49521 5.34979
H 3.70159 2.07766 4.26570
C -1.29659 0.82897 -1.04234
O -1.42759 -0.07062 -2.17623
H -1.90997 1.67500 -1.12767
H -1.35511 0.37270 -0.07203
H -0.29927 1.28124 -0.85022
H -1.01579 -0.94184 -1.97226
C -2.83308 2.57633 -3.79211
O -3.16288 1.21016 -3.74954
H -2.56452 2.98566 -2.83212
H -1.98778 2.78002 -4.48759
H -3.64857 3.13988 -4.18247
H -2.49181 0.65572 -3.32621
C 1.14475 -1.87532 -0.32419
O -0.05288 -2.08933 -1.12943
H 1.08523 -2.55186 0.49260
H 2.02012 -1.92738 -0.95517
H 1.00768 -0.86142 0.06396
H -0.37468 -3.03166 -1.13080
C 0.17821 1.02075 5.75266
C -0.97714 0.83433 4.74421
O -1.69788 2.07298 4.80759
C -1.20749 2.87158 5.78586
O -1.66077 3.92833 6.03215
O -0.07501 2.28362 6.26245
H 1.13878 0.97851 5.24708
H 0.19002 0.30345 6.56692
H -1.67523 0.04235 5.05363
H -0.73706 0.72112 3.70342
C -4.04290 4.74197 3.42848
C -4.58922 3.43819 3.96972
O -4.23053 2.50581 3.00579
C -3.12428 3.00404 2.25657
O -2.42317 2.28040 1.65296
O -2.92230 4.29982 2.59149
H -3.59113 5.46420 4.11566
H -4.78111 5.22870 2.77706
H -5.64553 3.35683 4.11963
H -4.09289 3.19695 4.93326
C 5.37662 1.74904 0.83813
C 4.90155 0.39158 1.45180
O 3.80261 0.11341 0.58993
C 3.82293 0.83047 -0.53626
O 3.09693 0.62724 -1.51617
O 4.75194 1.80574 -0.43332
H 6.45424 1.74857 0.69439
H 5.10643 2.63019 1.45830
H 4.53965 0.46146 2.46349
H 5.65297 -0.41152 1.33815
C -3.78060 -2.01807 -3.55129
C -2.90810 -2.31511 -4.81504
C -2.28148 -3.72373 -4.75100
S -3.12042 -4.53911 -3.34120
O -2.21063 -4.44018 -2.24302
O -3.63259 -5.84381 -3.62303
C -4.36363 -3.35955 -3.14597
H -4.51383 -1.26714 -3.85939
H -3.09076 -1.63346 -2.80699
H -2.08901 -1.58523 -4.83673
H -3.47817 -2.16976 -5.74202
H -1.24114 -3.57646 -4.37582
H -2.25850 -4.37535 -5.60897
H -4.74930 -3.44377 -2.15495
H -5.18334 -3.68258 -3.81334
C 0.57148 6.43410 -5.26148
C 1.92722 5.69675 -5.39568
C 2.39643 5.22032 -4.02805
S 0.97909 5.46113 -2.90247
O 1.24156 6.69203 -2.18510
O 0.75282 4.32076 -2.13412
C -0.22394 5.72229 -4.15901
H 0.04136 6.48538 -6.18941
H 0.58805 7.44526 -4.89197
H 2.73716 6.30819 -5.81545
H 1.74023 4.83356 -6.05272
H 3.21236 5.81688 -3.60645
H 2.60155 4.17239 -4.03421
H -0.99102 6.31767 -3.65095
H -0.54571 4.71167 -4.49699
C 0.13532 -8.35630 -0.38867
C 1.33996 -7.68896 0.33119
C 1.95145 -6.77025 -0.67733
S 0.52744 -5.89596 -1.36957
O 0.53897 -5.50556 -2.72336
O 0.37966 -4.81485 -0.43092
C -0.62230 -7.20726 -1.01005
H -0.54822 -8.79532 0.33317
H 0.41827 -9.12264 -1.11724
H 2.01260 -8.43013 0.65076
H 0.98252 -7.13697 1.24485
H 2.42406 -7.33843 -1.50015
H 2.66196 -6.06260 -0.30691
H -1.07748 -7.29021 -1.98719
H -1.36584 -6.77984 -0.30791
C 0.47149 3.80032 0.82926
C 0.19564 5.12897 1.58701
C 0.68041 4.89596 3.03757
S 2.13258 3.94113 2.92934
O 2.09034 2.84751 3.89370
O 3.31806 4.85213 2.98630
C 1.88569 3.24181 1.32184
H 0.48584 3.99362 -0.23808
H -0.28803 3.08556 1.06829
H -0.83532 5.42343 1.54140
H 0.87943 5.87427 1.23485
H -0.00849 4.35156 3.63505
H 1.03436 5.76735 3.56770
H 1.92335 2.15337 1.34276
H 2.73356 3.55114 0.68055
C -3.30576 -3.24022 1.26940
C -2.95140 -1.74591 0.97186
C -2.58711 -1.04088 2.27756
S -1.74185 -2.33160 3.22497
O -2.32879 -2.50658 4.52552
O -0.33578 -2.11427 3.19208
C -2.12420 -3.74701 2.09189
H -3.26230 -3.81058 0.30704
H -4.21383 -3.40084 1.86019
H -3.73900 -1.12180 0.50719
H -2.10882 -1.78487 0.29806
H -3.49311 -0.80773 2.80594
H -1.92063 -0.21670 2.21134
H -2.31574 -4.60189 2.79216
H -1.14065 -3.94216 1.57565
C 2.64876 -2.65838 5.09726
C 3.44816 -2.17390 3.86515
C 2.86593 -2.81000 2.59371
S 2.79293 -4.44489 3.18744
O 4.13378 -4.94977 3.45674
O 1.81142 -5.17246 2.41005
C 2.20484 -4.09070 4.80836
H 1.74304 -2.05577 5.15135
H 3.29972 -2.56278 5.96455
H 4.43568 -2.63804 3.98661
H 3.52310 -1.11741 3.90874
H 3.54037 -2.80861 1.72282
H 1.79764 -2.53604 2.46940
H 2.59576 -4.86665 5.46466
H 1.15243 -4.23310 4.87858
C 2.82176 -0.59015 -4.69317
C 1.45624 -0.85474 -3.94241
C 0.46012 0.29139 -4.37105
S 1.38309 1.47474 -5.32603
O 1.08966 2.85840 -5.00902
O 1.32075 1.08568 -6.72249
C 2.95829 0.94920 -4.81294
H 2.94794 -1.06602 -5.65126
H 3.64932 -0.95664 -4.09012
H 1.66845 -0.75080 -2.83903
H 0.96457 -1.83224 -4.04576
H 0.00397 0.81177 -3.52375
H -0.41881 -0.02974 -4.89584
H 3.03672 1.38913 -3.74717
H 3.68152 1.26886 -5.52891

Here are the Löwdin charges for atoms 1 to 2, given in e:
1. C -0.174
2. O -0.108